95
Properties=species:S:1:pos:R:3 method="wB97M-V/def2-TZVPD" s_squared=6.032 orbital_gap_ev="6.79 / 6.25" charge=0 energy_ev=-85646.3866 spin_multiplicity=5
Ir 1.251 -0.041 -0.254
C 4.548 -3.058 0.398
C 3.605 -1.926 0.716
O 3.078 -1.335 -0.246
C 3.385 -1.630 2.094
C 2.565 -0.667 2.646
C 2.491 -0.551 4.143
N 1.794 0.147 1.887
N 1.093 1.041 2.560
C -0.051 1.389 1.938
O -0.529 0.745 0.971
C -0.786 2.551 2.495
C -1.942 2.987 1.855
C -2.632 4.085 2.339
C -2.171 4.756 3.466
C -1.013 4.329 4.102
C -0.319 3.229 3.618
H 4.768 -3.059 -0.668
H 4.074 -4.006 0.669
H 5.474 -2.968 0.969
H 3.942 -2.237 2.796
H 3.204 -1.220 4.618
H 1.482 -0.786 4.486
H 2.686 0.474 4.445
H -2.269 2.463 0.967
H -3.524 4.432 1.831
H -2.710 5.615 3.847
H -0.649 4.855 4.975
H 0.586 2.889 4.103
C -0.034 -5.474 -1.598
N 0.228 -4.257 -0.849
C 0.278 -2.993 -1.287
N 0.279 -2.171 -0.258
C 0.244 -3.005 0.818
N 0.200 -4.278 0.505
C -1.445 -5.561 -2.150
C -1.787 -6.638 -2.963
C -3.073 -6.767 -3.461
C -4.040 -5.814 -3.172
C -3.703 -4.734 -2.371
C -2.413 -4.617 -1.852
C -4.669 -3.674 -2.067
N -5.914 -3.741 -1.753
N -6.332 -2.430 -1.520
C -5.303 -1.680 -1.703
O -4.210 -2.400 -2.061
C -5.129 -0.232 -1.571
C -5.793 0.486 -0.581
C -5.499 1.827 -0.402
C -4.536 2.449 -1.191
C -3.897 1.745 -2.203
C -2.816 2.376 -3.042
N -1.543 1.682 -2.867
C -1.165 0.857 -1.897
N 0.073 0.453 -2.131
C 0.414 1.105 -3.277
N -0.546 1.845 -3.768
C -4.212 0.407 -2.395
H 0.134 -6.288 -0.896
H 0.696 -5.566 -2.401
H 0.297 -2.709 -2.329
H 0.234 -2.652 1.838
H -1.040 -7.387 -3.207
H -3.324 -7.613 -4.088
H -5.043 -5.893 -3.572
H -2.193 -3.774 -1.208
H -6.511 -0.019 0.053
H -5.996 2.387 0.379
H -4.276 3.487 -1.015
H -2.684 3.425 -2.784
H -3.054 2.314 -4.102
H -1.755 0.591 -1.036
H 1.385 1.026 -3.741
H -3.715 -0.158 -3.177
C 5.291 2.686 -1.022
C 5.045 2.656 0.460
C 5.804 1.871 1.314
C 5.525 1.832 2.672
Cl 6.510 0.843 3.724
C 4.481 2.563 3.200
C 3.712 3.349 2.354
C 3.996 3.406 1.001
O 3.338 4.249 0.160
C 1.917 4.293 0.175
C 1.224 3.112 -0.512
O 0.037 3.270 -0.805
O 1.926 2.057 -0.717
H 6.131 2.045 -1.291
H 5.491 3.701 -1.367
H 4.390 2.344 -1.536
H 6.622 1.280 0.917
H 4.273 2.528 4.261
H 2.890 3.924 2.762
H 1.634 5.197 -0.355
H 1.521 4.356 1.194